# 1
{"formula": "C60H57Br4Ge3NO2PbS2Sb", "method": "ωB97M-V/def2-TZVPD", "gap_ha": 0.2741, "energy_ha": -20282.14533, "charge": -1, "e_above_lowest_kj_mol": 124.1, "species": ["Pb", "Sb", "Br", "Br", "Br", "Br", "Ge", "Ge", "Ge", "S", "S", "O", "O", "N", "C", "C", "C", "C", "C", "C", "C", "C", "C", "C", "C", "C", "C", "C", "C", "C", "C", "C", "C", "C", "C", "C", "C", "C", "C", "C", "C", "C", "C", "C", "C", "C", "C", "C", "C", "C", "C", "C", "C", "C", "C", "C", "C", "C", "C", "C", "C", "C", "C", "C", "C", "C", "C", "C", "C", "C", "C", "C", "C", "C", "H", "H", "H", "H", "H", "H", "H", "H", "H", "H", "H", "H", "H", "H", "H", "H", "H", "H", "H", "H", "H", "H", "H", "H", "H", "H", "H", "H", "H", "H", "H", "H", "H", "H", "H", "H", "H", "H", "H", "H", "H", "H", "H", "H", "H", "H", "H", "H", "H", "H", "H", "H", "H", "H", "H", "H", "H"], "coordinates": [[0.05254, 0.18330, 0.04441], [-1.49858, -3.30207, -1.27870], [4.65246, -1.33832, -3.66742], [7.46637, -1.89164, -1.94824], [4.62129, -0.36766, 2.80089], [7.43311, -1.41399, 1.33378], [1.47931, 2.87723, 1.40624], [0.08615, -0.86197, 2.44121], [0.13830, 3.32938, -1.75916], [1.11681, -1.34254, -1.67324], [-4.73643, 1.31964, -0.57198], [2.45511, 0.02255, 0.79139], [2.47498, -0.32875, -1.93476], [-2.13072, 0.32300, -0.68823], [0.48967, 4.87778, 3.39525], [-1.10757, -3.21738, -5.64581], [3.40325, 3.24726, 1.25879], [0.53359, 4.54301, 1.90356], [0.38294, 0.72490, 7.24792], [3.51931, -0.40571, 0.22496], [1.15375, -0.35245, 7.66320], [4.01164, 4.34655, -3.17942], [-0.41980, -5.75467, 0.19376], [4.72795, -1.07479, -1.79848], [5.89848, -1.31241, -1.06995], [0.07182, 1.23380, -3.71214], [-1.10336, 4.66703, -1.06123], [-5.72851, -2.67868, -0.31092], [-0.94511, -6.27970, -2.08558], [-3.22450, 0.74768, -0.63814], [0.86121, 0.60039, 3.49493], [-0.72678, 2.19157, -3.08785], [1.12555, -2.51464, 2.20147], [-1.76705, -1.20654, 3.01465], [-0.06453, -7.98380, -0.62895], [-2.85557, 6.49197, 0.14303], [-2.37022, -3.53123, -6.12883], [-3.17684, -3.73308, -3.86962], [1.25775, 1.79228, 3.04623], [4.05232, 3.76988, 2.53924], [3.77327, 5.37719, -4.07655], [-1.92736, -1.62556, 4.47924], [1.75039, -0.79002, 5.37391], [-0.48134, 0.30964, -4.58701], [-2.08747, 2.22375, -3.38392], [-3.40477, -3.78759, -5.23936], [1.84412, -1.10438, 6.72126], [0.87845, 2.19410, -0.34760], [-3.96080, -4.80782, -0.08058], [-0.89916, -5.34874, -1.05102], [0.85765, -3.67051, 3.16316], [-1.61843, 6.91516, -0.32476], [2.95602, 3.77357, -2.48060], [-2.35214, 4.25909, -0.59057], [5.87433, -1.10853, 0.30683], [-1.91333, -3.41507, -3.37593], [-0.52955, -7.58928, -1.87569], [-0.75237, 6.00910, -0.92263], [-0.01037, -7.06367, 0.40900], [-6.16011, -3.87929, 0.23534], [-1.84406, 0.32939, -4.84890], [-3.51781, -3.60495, -0.62722], [2.47383, 5.82275, -4.27828], [0.97267, 0.28640, 4.94536], [0.29403, 1.04285, 5.89980], [-3.22322, 5.16010, 0.00607], [-0.88262, -3.15317, -4.27664], [1.64493, 4.21646, -2.65973], [4.71358, -0.67422, 0.93761], [-5.27567, -4.94348, 0.34827], [-4.41461, -2.54432, -0.73890], [-2.64533, 1.29477, -4.25258], [1.42392, 5.24304, -3.57962], [3.57874, -0.62786, -1.17853], [-0.07645, 4.12701, 3.95074], [0.10159, -2.88102, -3.90984], [3.52531, 3.96552, 0.44168], [-3.53000, 7.19814, 0.61207], [3.98267, 3.03351, 3.34284], [-3.71199, 1.31260, -4.44163], [-4.39335, -4.02934, -5.61104], [-2.18451, -1.96155, 2.34138], [-2.73578, 2.95518, -2.91409], [-1.54866, -0.86027, 5.15838], [-6.39998, -1.83327, -0.39506], [-5.60808, -5.88415, 0.77124], [-2.54863, -3.57176, -7.19652], [-1.30770, -5.98401, -3.06305], [-3.28257, -5.64816, 0.01027], [1.01810, 5.35511, 1.35128], [2.27512, 6.61874, -4.98615], [-7.18320, -3.98482, 0.57547], [-0.48371, 4.48965, 1.51453], [2.30812, -1.36120, 4.63809], [4.59434, 5.82634, -4.62197], [0.00374, 5.84276, 3.56251], [1.21906, -0.60205, 8.71488], [-0.29657, -3.01120, -6.33423], [-2.66055, 3.22249, -0.67361], [-2.97947, -1.79503, 4.72174], [-2.32726, -0.28857, 2.81857], [-1.32225, 7.95174, -0.21645], [2.17640, -2.22368, 2.19427], [-1.38528, -2.54694, 4.70036], [-2.27978, -0.41424, -5.50702], [2.46222, -1.93651, 7.03625], [-4.18484, 4.81215, 0.36323], [5.01889, 3.97939, -3.02368], [1.38556, -4.56686, 2.82711], [1.81752, 1.82011, -0.76762], [3.17622, 2.96434, -1.79304], [3.57732, 4.69176, 2.88484], [-0.56849, -8.30293, -2.69007], [0.41334, 5.59147, -3.76740], [0.35781, -7.36142, 1.38357], [1.13581, 1.18563, -3.50081], [-4.09706, -1.59974, -1.16322], [0.89821, -2.82702, 1.17659], [3.88298, 2.31798, 0.94138], [5.11319, 3.98525, 2.38909], [-3.99174, -3.93368, -3.18501], [1.48480, 4.92813, 3.84310], [-0.36185, -5.04269, 1.01090], [-0.31738, 1.87522, 5.57137], [-0.15705, 1.31813, 7.97597], [1.63407, 2.43484, 3.85252], [1.19238, -3.45414, 4.17925], [-0.20531, -3.91874, 3.22033], [0.15000, -0.44338, -5.04222], [0.26043, -9.00428, -0.46776], [0.21882, 6.35340, -1.25981]], "lowdin_charge": [0.96, 1.50, 0.77, 0.68, 0.79, 0.69, 0.85, 0.86, 0.94, 0.54, 0.54, -0.29, -0.58, -0.06, -0.17, -0.10, -0.32, -0.32, -0.09, -0.46, -0.10, -0.08, -0.14, -0.64, -0.77, -0.13, -0.28, -0.08, -0.11, -0.98, -0.36, -0.28, -0.35, -0.35, -0.10, -0.10, -0.10, -0.12, -0.18, -0.17, -0.10, -0.16, -0.06, -0.09, -0.12, -0.09, -0.08, -0.55, -0.12, -0.38, -0.17, -0.10, -0.10, -0.12, -0.75, -0.38, -0.09, -0.13, -0.09, -0.10, -0.08, -0.39, -0.10, -0.28, -0.05, -0.08, -0.15, -0.25, -0.62, -0.10, -0.14, -0.08, -0.12, -0.39, 0.05, 0.06, 0.06, 0.10, 0.05, 0.10, 0.10, 0.05, 0.09, 0.05, 0.10, 0.10, 0.10, 0.09, 0.09, 0.07, 0.10, 0.10, 0.05, 0.08, 0.10, 0.06, 0.10, 0.10, 0.04, 0.07, 0.06, 0.10, 0.04, 0.05, 0.09, 0.10, 0.10, 0.10, 0.07, -0.05, 0.08, 0.05, 0.10, 0.10, 0.10, 0.09, 0.06, 0.02, 0.05, 0.07, 0.09, 0.05, 0.07, 0.11, 0.10, 0.06, 0.05, 0.05, 0.10, 0.10, 0.09]}

=====

# 2
{"formula": "C3H4N2O3", "method": "ωB97M-V/def2-TZVPD", "gap_ha": 0.2496, "energy_ha": -451.72133, "e_above_lowest_kj_mol": 678.5, "species": ["O", "O", "O", "N", "N", "C", "C", "C", "H", "H", "H", "H"], "coordinates": [[1.22916, -1.56676, -0.16455], [0.08417, 1.83344, -0.16764], [2.69154, -0.10133, -0.09378], [-2.09435, -0.36572, 0.02506], [-0.12039, -1.76164, -0.07444], [1.41601, -0.23318, -0.13121], [0.32888, 0.49003, 0.03071], [-0.79840, -0.59052, -0.10293], [-0.48036, 2.03353, -0.84570], [-2.38889, 0.47999, 0.57156], [-2.85994, -1.05230, -0.22708], [2.99256, 0.83446, 1.18001]], "lowdin_charge": [0.02, 0.06, 0.04, 0.11, 0.06, -0.52, -0.16, -0.32, 0.05, 0.13, 0.14, 0.38]}

=====

# 3
{"formula": "C11H23P2Yb", "method": "ωB97M-V/def2-TZVPD", "gap_ha": [0.1795, 0.1945], "energy_ha": -2274.11316, "e_above_lowest_kj_mol": 91.3, "multiplicity": 2, "species": ["Yb", "P", "P", "C", "C", "C", "C", "C", "C", "C", "C", "C", "C", "C", "H", "H", "H", "H", "H", "H", "H", "H", "H", "H", "H", "H", "H", "H", "H", "H", "H", "H", "H", "H", "H", "H", "H"], "coordinates": [[2.02940, -1.43978, 1.26414], [0.45802, -3.50226, 0.29040], [1.57517, 0.66821, 2.90515], [0.65673, 1.10864, -1.26477], [-1.22179, 0.67764, 3.47971], [-1.67723, 1.15075, -0.86905], [0.61408, 3.31863, 2.39040], [1.68159, 2.29163, 2.03405], [3.00162, 1.61609, 5.10688], [-1.19148, 2.47782, -1.05672], [0.20900, 2.43555, -1.31817], [1.61171, 1.16018, 4.66186], [-0.61502, 0.24360, -0.97794], [-0.15964, 0.14386, 2.51743], [-0.34822, 3.10636, 1.90539], [1.29908, 0.27881, 5.24391], [0.93344, 4.30564, 2.02788], [0.86207, 1.94580, 4.83341], [-1.79950, 3.38055, -1.03554], [-2.71784, 0.88648, -0.67909], [-0.40595, 0.44962, 1.49054], [0.75371, -4.82973, 0.76118], [1.65522, 0.71590, -1.46859], [-0.19487, -0.96589, 2.55401], [-0.97119, -3.63004, 0.40276], [0.83325, 3.30445, -1.52870], [-2.19162, 0.22503, 3.23203], [0.44954, 3.41310, 3.47137], [-1.34855, 1.76599, 3.40982], [-0.64424, -0.84727, -0.95730], [3.33203, 2.51707, 4.57600], [1.66075, 2.09436, 0.94967], [2.68630, 2.68144, 2.26045], [3.75146, 0.83160, 4.94993], [-1.00249, 0.42090, 4.52345], [0.52717, -3.83819, -1.10852], [2.98501, 1.84766, 6.17754]], "lowdin_charge": [0.59, 0.55, 0.80, -0.21, -0.14, -0.22, -0.14, -0.40, -0.16, -0.18, -0.23, -0.43, -0.22, -0.46, 0.07, 0.08, 0.08, 0.07, 0.07, 0.07, 0.04, -0.13, 0.03, 0.02, -0.11, 0.08, 0.08, 0.06, 0.07, 0.02, 0.07, 0.04, 0.07, 0.07, 0.06, -0.12, 0.07]}